<w>
A single C8H13NS molecule. Source: OMol25; level of theory: the ωB97M-V functional and the def2-TZVPD basis.

Positions of all 23 atoms, in Å:
S (-3.310, -0.746, -0.019)
N (-0.905, 2.374, -0.267)
C (-2.766, 0.910, 0.069)
C (-1.671, -1.233, -0.024)
C (1.327, 0.286, 1.265)
C (1.158, -1.974, 0.054)
C (-0.762, -0.243, -0.114)
C (0.741, -0.514, 0.020)
C (-1.438, 1.074, -0.076)
C (1.519, 0.066, -1.181)
H (0.468, -2.607, 0.781)
H (-1.540, -2.356, -0.109)
H (2.212, -2.224, 0.281)
H (0.856, -2.436, -0.825)
H (-1.466, 3.164, -0.503)
H (2.507, -0.244, -1.104)
H (0.944, -0.124, 2.277)
H (-0.244, 2.688, 0.452)
H (-3.527, 1.636, 0.050)
H (1.059, -0.309, -2.156)
H (0.995, 1.291, 1.131)
H (1.373, 1.251, -1.209)
H (2.470, 0.270, 1.205)

Values from the calculation:
* total charge: 0
* SMILES string: CC(C)(C)c1cscc1N
* HOMO energy: -8.26 eV
* orbital gap: 9.0913 eV

Partial atomic charges computed with the Mulliken method, in multiples of e:
1. S -0.180
2. N -0.462
3. C -0.577
4. C -0.424
5. C -1.282
6. C -1.890
7. C -0.100
8. C 1.974
9. C 0.002
10. C -1.509
11. H 0.298
12. H 0.299
13. H 0.360
14. H 0.545
15. H 0.243
16. H 0.545
17. H 0.296
18. H 0.183
19. H 0.446
20. H 0.322
21. H 0.305
22. H 0.276
23. H 0.331

<x>
2 unconnected molecules or ions with the total composition C8H13NS. Source: OMol25; level of theory: the ωB97M-V functional and the def2-TZVPD basis.

Positions of all 23 atoms, in Å:
S (-2.568, -2.267, 1.353)
N (1.401, 0.099, 0.768)
C (-2.454, -3.842, 0.777)
C (-0.628, -0.279, 1.380)
C (0.340, 1.338, -0.996)
C (-1.229, 0.657, 2.053)
C (-0.846, -1.650, 0.971)
C (1.427, 0.854, -0.278)
C (0.393, 2.234, -2.176)
C (2.836, 1.208, -0.721)
H (1.410, 2.442, -2.497)
H (-3.358, -4.412, 0.725)
H (-1.499, -4.316, 0.641)
H (-0.711, -1.773, -0.107)
H (2.996, 2.278, -0.617)
H (-0.154, -2.314, 1.498)
H (-2.222, 0.505, 2.463)
H (3.553, 0.683, -0.095)
H (-0.098, 3.185, -1.948)
H (-0.777, 1.615, 2.233)
H (2.988, 0.918, -1.759)
H (-0.155, 1.793, -3.012)
H (-0.643, 1.045, -0.655)

Values from the calculation:
* total charge: 0
* HOMO energy (spin up / spin down): -8.29 / -7.06 eV
* orbital gap (spin up / spin down): 8.6873 / 6.6301 eV

Partial atomic charges computed with the Mulliken method, in multiples of e:
1. S 0.002
2. N -0.729
3. C -0.716
4. C -0.172
5. C -0.489
6. C -0.705
7. C -0.250
8. C 1.326
9. C -1.258
10. C -1.305
11. H 0.322
12. H 0.317
13. H 0.289
14. H 0.383
15. H 0.318
16. H 0.352
17. H 0.268
18. H 0.352
19. H 0.299
20. H 0.297
21. H 0.333
22. H 0.314
23. H 0.451

<y>
A single C8H13NS molecule. Source: OMol25; level of theory: the ωB97M-V functional and the def2-TZVPD basis.

Positions of all 23 atoms, in Å:
S (1.590, 0.845, -0.539)
N (-0.075, -0.636, -2.495)
C (-0.714, -0.685, -0.160)
C (0.794, -0.225, 1.881)
C (-2.438, -0.264, -1.942)
C (0.347, -0.182, 0.478)
C (3.095, 0.285, -0.102)
C (1.402, 2.302, 0.355)
C (-0.960, -0.480, -1.677)
C (-1.672, -1.412, 0.652)
H (-2.577, 0.209, -2.946)
H (1.419, 0.713, 2.078)
H (-1.339, -1.544, 1.775)
H (-0.019, -0.316, 2.692)
H (-1.811, -2.367, 0.021)
H (1.631, -1.017, 2.068)
H (0.455, 2.450, 0.902)
H (3.680, -0.290, -0.869)
H (-2.876, -1.304, -1.980)
H (-2.860, 0.419, -1.227)
H (-2.683, -0.835, 0.602)
H (1.911, 3.173, 0.169)
H (3.701, 1.159, 0.264)

Values from the calculation:
* total charge: 0
* HOMO energy (spin up / spin down): -7.05 / -7.07 eV
* orbital gap (spin up / spin down): 6.3183 / 6.5356 eV

Partial atomic charges computed with the Mulliken method, in multiples of e:
1. S 0.361
2. N -0.599
3. C 0.567
4. C -1.258
5. C -1.250
6. C 0.170
7. C -0.933
8. C -0.913
9. C 0.851
10. C -1.122
11. H 0.394
12. H 0.372
13. H 0.292
14. H 0.373
15. H 0.285
16. H 0.287
17. H 0.292
18. H 0.262
19. H 0.287
20. H 0.369
21. H 0.219
22. H 0.401
23. H 0.292

Calculated relative energies: <w> 0.0; <x> 506.4; <y> 656.9, given in kJ/mol

<w>
2 unconnected molecules or ions with the total composition H6OSi2. Source: OMol25; level of theory: the ωB97M-V functional and the def2-TZVPD basis.

Positions of all 9 atoms, in Å:
Si (2.056, -2.164, 0.125)
Si (-1.187, 0.790, 0.035)
O (-0.023, 1.009, -1.074)
H (1.941, -0.730, -0.690)
H (1.342, -1.542, 1.439)
H (-1.992, 2.063, 0.260)
H (-2.311, -0.115, -0.457)
H (0.758, 0.331, -1.001)
H (-0.582, 0.359, 1.363)

Values from the calculation:
* total charge: 0
* HOMO energy: -9.63 eV
* orbital gap: 7.8978 eV

Partial atomic charges computed with the Mulliken method, in multiples of e:
1. Si 0.225
2. Si 0.393
3. O -0.380
4. H -0.062
5. H -0.051
6. H -0.124
7. H -0.097
8. H 0.211
9. H -0.115

<x>
2 unconnected molecules or ions with the total composition H6OSi2. Source: OMol25; level of theory: the ωB97M-V functional and the def2-TZVPD basis.

Positions of all 9 atoms, in Å:
Si (0.006, -1.468, -0.730)
Si (-0.152, 1.818, 0.964)
O (-1.004, -0.464, -0.032)
H (0.708, -0.800, -1.797)
H (1.103, -1.717, 0.123)
H (-0.165, -2.893, -1.159)
H (-1.125, 1.902, -0.116)
H (1.264, 1.665, 0.419)
H (-0.634, 1.957, 2.327)

Values from the calculation:
* total charge: 0
* HOMO energy: -8.99 eV
* orbital gap: 7.0519 eV

Partial atomic charges computed with the Mulliken method, in multiples of e:
1. Si 0.422
2. Si 0.614
3. O -0.576
4. H -0.176
5. H -0.185
6. H -0.149
7. H 0.014
8. H 0.028
9. H 0.008

Calculated relative energies: <w> 0.0; <x> 82.5, given in kJ/mol